# 1
{"formula": "C14H28MnN6O4", "method": "ωB97M-V/def2-TZVPD", "multiplicity": 2, "e_above_lowest_ev": 0.0000, "energy_ha": -2330.15908, "charge": 2, "lumo_energy_ev": [-7.81, -7.19], "orbital_gap_ev": [6.61, 7.24], "e_homo_ev": [-14.4, -14.4], "symbols": ["Mn", "C", "N", "C", "C", "O", "C", "O", "C", "C", "O", "N", "C", "C", "H", "H", "H", "H", "H", "H", "H", "H", "H", "H", "H", "H", "H", "H", "H", "H", "C", "N", "C", "N", "C", "N", "C", "N", "C", "C", "H", "H", "H", "H", "H", "H", "H", "H", "H", "H", "H", "H", "O"], "xyz": [[0.4168, 0.0602, -0.8770], [0.9995, 0.2445, 3.8762], [2.0572, -0.2161, 2.9689], [3.3844, -0.3972, 3.5637], [1.8334, -0.2958, 1.6813], [0.7126, -0.0364, 1.1564], [2.9386, -0.7027, 0.7174], [2.3886, -0.8453, -0.6030], [2.1539, -2.2000, -1.0067], [0.6843, -2.6032, -0.9893], [-0.2266, -1.7424, -0.7592], [0.3679, -3.8516, -1.2225], [-1.0475, -4.2478, -1.2923], [1.3340, -4.8721, -1.6446], [1.0480, -0.3443, 4.7890], [0.0301, 0.1132, 3.4098], [1.1559, 1.2952, 4.1213], [3.2718, -0.9145, 4.5132], [3.8487, 0.5726, 3.7432], [4.0306, -0.9942, 2.9280], [3.4278, -1.6301, 1.0086], [3.6969, 0.0810, 0.6713], [2.7109, -2.8733, -0.3570], [2.5442, -2.2887, -2.0225], [-1.6528, -3.5768, -0.6949], [-1.1351, -5.2608, -0.9093], [-1.3823, -4.2233, -2.3293], [2.3363, -4.6563, -1.2902], [1.3413, -4.9463, -2.7322], [1.0267, -5.8276, -1.2281], [-2.3300, 0.9506, -0.4100], [-0.9821, 1.5140, -0.8360], [-1.1916, 2.1963, -2.1904], [-2.1980, 3.2034, -2.0896], [-3.4661, 2.6034, -1.6662], [-3.3238, 1.9814, -0.3448], [-2.9046, 3.0036, 0.6190], [-1.6316, 3.6116, 0.2155], [-0.6163, 2.6008, 0.1635], [-1.7926, 4.2157, -1.1123], [-2.1951, 0.4873, 0.5698], [-2.6096, 0.1930, -1.1437], [-1.4822, 1.4198, -2.8971], [-0.2361, 2.6280, -2.4870], [-3.7735, 1.8501, -2.3922], [-4.2298, 3.3771, -1.6161], [-2.7940, 2.5498, 1.6050], [-3.6671, 3.7783, 0.6726], [-0.5044, 2.1233, 1.1368], [0.3345, 3.0372, -0.1537], [-0.8505, 4.6681, -1.4240], [-2.5553, 4.9904, -1.0602], [0.7039, 0.1966, -2.3492]], "lowdin_spin": [0.918, 0.000, 0.006, 0.001, 0.002, 0.009, 0.001, 0.001, 0.000, 0.001, 0.001, 0.005, 0.000, 0.000, 0.000, 0.000, 0.000, 0.000, 0.000, 0.000, 0.000, 0.000, 0.000, 0.000, 0.000, 0.000, 0.000, 0.000, 0.000, 0.000, 0.000, -0.024, 0.002, -0.003, 0.000, -0.002, 0.000, 0.001, 0.005, 0.000, 0.000, 0.000, 0.001, 0.001, 0.000, 0.000, 0.000, 0.000, 0.000, 0.001, 0.000, 0.000, 0.073]}

=====

# 2
{"formula": "C14H28N2O4", "method": "ωB97M-V/def2-TZVPD", "e_above_lowest_ev": 16.2099, "smiles": "CCCCNC(=O)OC[C@H](CC)NC(=O)OCC(C)C", "energy_ha": -960.20462, "charge": 0, "lumo_energy_ev": 0.35, "orbital_gap_ev": 9.36, "e_homo_ev": -9.0, "symbols": ["C", "C", "C", "C", "N", "C", "O", "O", "C", "C", "C", "C", "N", "C", "O", "O", "C", "C", "C", "C", "H", "H", "H", "H", "H", "H", "H", "H", "H", "H", "H", "H", "H", "H", "H", "H", "H", "H", "H", "H", "H", "H", "H", "H", "H", "H", "H", "H"], "xyz": [[-4.3601, -1.8914, -2.4697], [-3.5280, -1.6264, -1.2491], [-4.4300, -1.7419, -0.0634], [-3.8255, -1.7984, 1.1343], [-3.4083, -0.3595, 1.4767], [-2.1362, -0.0931, 1.4782], [-1.1686, -0.7500, 1.1206], [-1.9370, 1.4032, 1.2202], [-0.5137, 1.8369, 1.2719], [0.0134, 1.9139, -0.2069], [-0.8621, 2.1433, -1.3073], [-1.5988, 3.3612, -1.3170], [0.8396, 0.3812, -0.3820], [2.1379, 0.6018, -0.5868], [2.7852, 1.4575, -1.0330], [2.4724, -0.8019, -0.5201], [3.9527, -1.1483, -0.8923], [4.6501, -1.5150, 0.3731], [4.7768, -0.2821, 1.3140], [6.1117, -1.7000, -0.0491], [-5.1157, -1.2987, -2.6708], [-4.6784, -3.0300, -2.5446], [-3.6176, -1.8737, -3.3628], [-3.3658, -0.7285, -1.2192], [-2.9183, -2.2122, -1.2360], [-5.3843, -1.1807, -0.1176], [-5.0775, -2.8942, -0.0213], [-4.4369, -1.9177, 2.2873], [-3.1192, -2.2051, 1.5816], [-4.1285, 0.6179, 1.5096], [0.0054, 1.5337, 2.0193], [-0.6707, 2.9647, 1.6189], [0.8855, 2.6185, 0.1198], [-1.5737, 1.4341, -1.2074], [-0.2850, 1.9573, -2.3613], [-2.1622, 3.5690, -2.0480], [-2.2184, 3.3268, -0.3290], [-0.8652, 4.1208, -1.1559], [0.3890, -0.3202, 0.1177], [3.9871, -1.5868, -1.7608], [4.2661, -0.0881, -1.2121], [4.1977, -2.5425, 0.6722], [5.0885, 0.5782, 1.1242], [3.6053, -0.1791, 1.5960], [5.1134, -0.6279, 2.4046], [6.6068, -2.1253, 0.9325], [6.6249, -0.7668, -0.7397], [6.2109, -2.5664, -0.8784]], "nbo_charge": [-0.567, -0.363, -0.390, -0.183, -0.640, 0.878, -0.673, -0.614, -0.057, -0.034, -0.429, -0.571, -0.635, 0.891, -0.617, -0.597, -0.081, -0.273, -0.575, -0.629, 0.193, 0.197, 0.205, 0.195, 0.180, 0.235, 0.188, 0.183, 0.227, 0.443, 0.190, 0.175, 0.224, 0.212, 0.214, 0.201, 0.196, 0.195, 0.438, 0.188, 0.199, 0.233, 0.193, 0.206, 0.205, 0.226, 0.226, 0.196]}

=====

# 3
{"formula": "C14H28N3O14S3", "method": "ωB97M-V/def2-TZVPD", "energy_ha": -2962.16800, "charge": 1, "lumo_energy_ev": -2.73, "orbital_gap_ev": 9.91, "e_homo_ev": -12.6, "symbols": ["C", "C", "C", "O", "O", "C", "C", "N", "C", "N", "C", "C", "N", "H", "H", "H", "H", "H", "H", "H", "H", "H", "H", "H", "H", "H", "H", "H", "H", "C", "C", "O", "S", "O", "O", "O", "H", "H", "H", "H", "C", "C", "O", "S", "O", "O", "O", "H", "H", "H", "H", "C", "C", "O", "S", "O", "O", "O", "H", "H", "H", "H"], "xyz": [[1.2337, -1.3791, -0.7439], [0.9161, -0.8479, -2.1424], [1.2100, 0.6099, -2.4097], [1.2571, 1.0821, -3.5147], [1.4583, 1.3906, -1.3081], [0.2912, 1.7714, -0.5972], [-0.5675, 2.7609, -1.4045], [-1.9949, 2.5619, -1.1604], [-2.6574, 1.4923, -1.6304], [-2.3847, 0.8875, -2.7960], [-3.2149, -0.3420, -2.9206], [-3.7982, -0.4814, -1.4989], [-3.7012, 0.9141, -1.0203], [2.1027, -0.8723, -0.3324], [0.4090, -1.2447, -0.0483], [1.4831, -2.4354, -0.7870], [-0.1345, -1.0226, -2.3845], [1.4832, -1.3944, -2.8944], [0.6346, 2.2628, 0.3099], [-0.2927, 0.9024, -0.2845], [-0.3365, 2.7268, -2.4689], [-0.3438, 3.7751, -1.0853], [-2.5210, 3.2789, -0.6914], [-1.4408, 0.9243, -3.1563], [-3.9903, -0.1838, -3.6627], [-2.5798, -1.1832, -3.1753], [-3.1229, -1.0963, -0.9012], [-4.7982, -0.8983, -1.4822], [-3.8471, 1.1088, -0.0421], [4.8422, 0.7595, 3.0316], [5.4055, 0.5571, 1.6380], [5.6797, -0.8536, 1.5792], [4.6054, -1.6541, 2.4409], [3.5773, -2.1538, 1.5993], [5.3018, -2.5104, 3.3297], [4.0258, -0.4059, 3.2449], [5.6232, 0.7872, 3.7923], [4.2259, 1.6491, 3.1153], [6.3261, 1.1050, 1.4642], [4.6758, 0.8049, 0.8640], [6.4860, -1.2951, 6.9988], [5.1278, -1.9499, 6.8654], [4.2604, -1.1163, 7.6553], [4.7421, 0.4009, 7.5660], [3.9923, 1.0854, 6.5708], [4.8611, 0.9161, 8.8783], [6.1928, 0.1126, 6.9606], [6.9625, -1.5309, 7.9512], [7.1545, -1.5430, 6.1795], [5.1103, -2.9644, 7.2508], [4.7766, -1.9341, 5.8338], [-8.2495, 0.6698, -5.0523], [-7.7645, 0.1217, -6.3798], [-6.7502, -0.8278, -5.9987], [-7.1623, -1.5385, -4.6348], [-7.7931, -2.7776, -4.8859], [-6.0434, -1.4735, -3.7551], [-8.2648, -0.4805, -4.1889], [-7.5594, 1.4092, -4.6424], [-9.2508, 1.0858, -5.1013], [-7.3165, 0.8783, -7.0160], [-8.5533, -0.4014, -6.9211]], "nbo_charge": [-0.615, -0.539, 0.804, -0.538, -0.532, -0.082, -0.269, -0.596, 0.686, -0.556, -0.227, -0.222, -0.556, 0.235, 0.198, 0.241, 0.212, 0.264, 0.220, 0.173, 0.232, 0.240, 0.433, 0.436, 0.245, 0.228, 0.198, 0.259, 0.422, -0.098, -0.102, -0.685, 2.558, -0.912, -0.906, -0.690, 0.207, 0.218, 0.223, 0.189, -0.099, -0.105, -0.686, 2.552, -0.919, -0.886, -0.696, 0.198, 0.217, 0.219, 0.206, -0.097, -0.104, -0.687, 2.562, -0.876, -0.950, -0.685, 0.188, 0.225, 0.221, 0.208]}

=====

# 4
{"formula": "C14H28N4O4W", "method": "ωB97M-V/def2-TZVPD", "e_above_lowest_ev": 0.7780, "energy_ha": -1135.61058, "charge": 4, "lumo_energy_ev": -13.76, "orbital_gap_ev": 8.08, "e_homo_ev": -21.8, "symbols": ["W", "C", "C", "O", "C", "C", "O", "C", "C", "O", "C", "C", "O", "H", "H", "H", "H", "H", "H", "H", "H", "H", "H", "H", "H", "H", "H", "H", "H", "C", "N", "C", "N", "C", "N", "C", "N", "C", "C", "H", "H", "H", "H", "H", "H", "H", "H", "H", "H", "H", "H"], "xyz": [[0.0970, -0.0520, -0.7459], [-1.8487, -1.4544, -2.6725], [-1.1877, -2.5283, -1.8498], [0.1377, -2.0105, -1.4550], [1.2742, -2.4072, -2.3312], [2.3753, -1.3981, -2.0969], [1.6630, -0.0996, -2.0469], [2.3534, 1.2082, -2.1781], [1.2252, 2.1664, -2.5079], [0.0675, 1.7761, -1.6611], [-1.2677, 2.2098, -2.1066], [-1.9059, 1.0241, -2.7942], [-1.5445, -0.1701, -1.9805], [-2.9308, -1.5808, -2.7185], [-1.4410, -1.3729, -3.6812], [-1.0747, -3.4600, -2.4050], [-1.7085, -2.7352, -0.9161], [0.9143, -2.3941, -3.3599], [1.5879, -3.4134, -2.0528], [3.1030, -1.3860, -2.9092], [2.8980, -1.5312, -1.1486], [3.0671, 1.1644, -3.0020], [2.8758, 1.4101, -1.2436], [0.9127, 2.0764, -3.5482], [1.4872, 3.1988, -2.2778], [-1.1803, 3.0691, -2.7719], [-1.7925, 2.5144, -1.2029], [-1.5140, 0.8504, -3.7977], [-2.9923, 1.1086, -2.8291], [0.8489, -0.8560, 1.7891], [0.4194, -1.0887, 3.1215], [-1.0337, -1.2023, 3.1963], [-1.5678, 0.1233, 2.9001], [-1.3600, 0.4798, 1.5483], [0.1500, 0.3698, 1.0567], [0.9606, 2.1375, 3.6390], [0.2940, 1.1232, 4.0418], [0.9098, -0.2476, 4.1853], [-1.2133, 1.0507, 3.9465], [0.5527, -1.7596, 1.2398], [1.9276, -0.7174, 1.7432], [-1.3423, -1.5267, 4.1887], [-1.3971, -1.9326, 2.4723], [-1.6957, 1.4954, 1.3495], [-1.9475, -0.2346, 0.9467], [0.4384, 3.0447, 3.3486], [2.0387, 2.0699, 3.5253], [0.5530, -0.6559, 5.1308], [1.9935, -0.1518, 4.2169], [-1.6123, 2.0541, 3.8121], [-1.5676, 0.6419, 4.8925]], "nbo_charge": [1.956, -0.104, -0.104, -0.568, -0.100, -0.097, -0.556, -0.098, -0.102, -0.539, -0.104, -0.105, -0.565, 0.280, 0.233, 0.283, 0.241, 0.237, 0.280, 0.285, 0.228, 0.283, 0.231, 0.238, 0.278, 0.283, 0.238, 0.234, 0.280, -0.085, -0.392, -0.081, -0.397, -0.071, -0.706, 0.147, -0.254, -0.072, -0.070, 0.211, 0.244, 0.267, 0.226, 0.243, 0.215, 0.241, 0.241, 0.269, 0.255, 0.256, 0.269]}

=====

# 5
{"formula": "C14H28N5O2S", "method": "ωB97M-V/def2-TZVPD", "e_above_lowest_ev": 0.0000, "energy_ha": -1372.43773, "charge": 1, "lumo_energy_ev": -3.98, "orbital_gap_ev": 8.97, "e_homo_ev": -12.9, "symbols": ["C", "C", "O", "O", "C", "C", "C", "N", "S", "C", "N", "N", "H", "H", "H", "H", "H", "H", "H", "H", "H", "H", "H", "H", "H", "H", "C", "C", "C", "C", "N", "H", "H", "H", "H", "H", "H", "H", "C", "C", "C", "C", "N", "H", "H", "H", "H", "H", "H", "H"], "xyz": [[0.4455, -0.8315, -1.2708], [0.6493, 0.6343, -1.4550], [0.5142, 1.2387, -2.4806], [1.0667, 1.2625, -0.3078], [0.2564, 2.3478, 0.1485], [-1.2527, 2.0995, 0.0464], [-1.8562, 2.8241, -1.1549], [-3.2590, 2.4437, -1.4267], [-4.2242, 3.3367, -2.4812], [-3.8706, 1.3356, -0.9040], [-4.0615, 0.2358, -1.6900], [-4.2656, 1.3223, 0.3665], [-0.4042, -0.9977, -0.6012], [1.3208, -1.2413, -0.7573], [0.2974, -1.3159, -2.2323], [0.5195, 3.2798, -0.3644], [0.5269, 2.4847, 1.1960], [-1.4768, 1.0290, 0.0608], [-1.7018, 2.5284, 0.9508], [-1.8471, 3.8990, -0.9525], [-1.2772, 2.6584, -2.0651], [-3.6166, 3.0288, -3.6450], [-4.7443, 0.3483, -2.4360], [-4.3198, -0.5729, -1.1302], [-3.6025, 1.6135, 1.0781], [-4.7499, 0.4767, 0.6449], [-0.0771, -3.9516, 1.1958], [-1.2131, -4.1103, 2.1992], [-2.5863, -3.7619, 1.6061], [-2.6766, -2.3548, 1.2267], [-2.7488, -1.2424, 0.9478], [0.0249, -2.9154, 0.8688], [0.8706, -4.2489, 1.6406], [-0.2417, -4.5723, 0.3134], [-1.0263, -3.4878, 3.0753], [-1.2557, -5.1418, 2.5484], [-3.3792, -3.9683, 2.3266], [-2.7874, -4.3727, 0.7242], [6.2031, 0.8801, 1.3153], [5.5767, 1.3239, -0.0011], [4.1426, 0.8138, -0.1779], [4.0582, -0.6428, -0.2623], [3.9871, -1.7873, -0.3173], [6.2879, -0.2062, 1.3671], [7.2035, 1.2966, 1.4239], [5.6067, 1.2151, 2.1662], [6.1908, 0.9840, -0.8362], [5.5536, 2.4136, -0.0477], [3.7074, 1.2276, -1.0887], [3.5125, 1.1415, 0.6491]], "nbo_charge": [-0.740, 0.811, -0.566, -0.548, -0.061, -0.462, -0.215, -0.649, 0.265, 0.763, -0.754, -0.691, 0.234, 0.269, 0.245, 0.192, 0.209, 0.229, 0.209, 0.217, 0.239, 0.113, 0.431, 0.403, 0.435, 0.414, -0.614, -0.379, -0.528, 0.391, -0.476, 0.202, 0.238, 0.210, 0.213, 0.225, 0.265, 0.258, -0.613, -0.379, -0.514, 0.298, -0.350, 0.216, 0.223, 0.201, 0.213, 0.210, 0.251, 0.245]}

=====

# 6
{"formula": "C14H28N6O8SeTa", "method": "ωB97M-V/def2-TZVPD", "e_above_lowest_ev": 1.8810, "energy_ha": -3939.18381, "charge": 1, "lumo_energy_ev": -3.20, "orbital_gap_ev": 8.68, "e_homo_ev": -11.9, "symbols": ["Ta", "C", "C", "C", "O", "C", "O", "O", "H", "H", "H", "H", "H", "H", "H", "N", "C", "C", "C", "C", "N", "C", "N", "N", "C", "O", "O", "H", "H", "H", "H", "H", "H", "H", "H", "H", "H", "H", "H", "H", "H", "N", "C", "C", "O", "O", "H", "H", "H", "H", "Se", "C", "N", "C", "O", "H", "H", "H"], "xyz": [[0.6644, -0.2880, -1.3026], [2.8255, -1.3233, -5.5952], [1.5762, -0.5028, -5.4660], [1.4558, 0.4894, -6.6334], [0.4115, -1.3437, -5.4181], [1.6502, 0.2175, -4.1326], [1.9668, 1.3763, -4.0076], [1.3500, -0.5516, -3.0389], [2.7421, -2.0476, -6.4116], [3.0057, -1.9618, -4.6913], [3.7110, -0.7206, -5.8458], [1.3356, -0.1631, -7.4914], [2.2919, 1.1666, -6.6607], [0.4622, 1.0048, -6.6292], [0.7122, -2.2040, -5.1072], [1.7553, 0.6860, 2.6701], [0.3594, 0.1387, 2.8364], [-0.1255, 0.7633, 4.1411], [-1.5031, 0.3514, 4.6609], [-1.7396, -1.1305, 4.9321], [-2.9558, -1.5187, 4.1209], [-4.1388, -0.8631, 4.2090], [-4.4506, -0.1893, 5.3005], [-4.8870, -0.8730, 3.1633], [-0.4161, 0.7217, 1.6401], [-1.3760, 1.4398, 1.6904], [0.0697, 0.2788, 0.4785], [2.0175, 0.2890, 1.8162], [2.2524, 0.3439, 3.4931], [0.2754, -0.9798, 2.8704], [0.0008, 1.8612, 3.9686], [0.6093, 0.4014, 4.8338], [-2.2163, 0.7522, 3.9819], [-1.6154, 0.9482, 5.5875], [-1.9259, -1.4249, 6.0192], [-0.9433, -1.7735, 4.5823], [-2.7107, -1.9348, 3.2246], [-3.9506, -0.3486, 6.1889], [-5.0921, 0.5939, 5.4006], [-4.4304, -1.1446, 2.2738], [-5.7811, -0.4360, 3.1147], [2.1878, 1.3651, -1.1069], [3.5318, 0.7822, -0.7960], [3.4685, -0.7154, -0.3516], [4.4036, -1.2203, 0.2003], [2.2386, -1.1734, -0.4900], [2.2247, 1.8959, -1.9971], [1.8515, 1.8999, -0.3215], [4.0798, 1.2232, 0.0674], [4.1522, 0.9102, -1.6724], [-0.9002, -2.4825, -1.2430], [-2.1097, -1.9629, 0.0748], [-2.9075, -1.7115, 0.8796], [-1.1536, 2.2635, -2.4334], [-0.3366, 1.1548, -2.1157], [-1.8366, 2.3883, -1.6007], [-1.6561, 2.1549, -3.4037], [-0.4809, 3.1273, -2.4573]], "nbo_charge": [2.315, -0.646, 0.133, -0.616, -0.694, 0.829, -0.585, -0.779, 0.238, 0.219, 0.240, 0.230, 0.233, 0.231, 0.473, -0.814, -0.161, -0.382, -0.446, -0.225, -0.580, 0.674, -0.786, -0.750, 0.816, -0.559, -0.810, 0.356, 0.374, 0.190, 0.246, 0.195, 0.229, 0.221, 0.213, 0.227, 0.437, 0.424, 0.434, 0.460, 0.419, -0.855, -0.373, 0.792, -0.538, -0.777, 0.458, 0.420, 0.249, 0.244, -0.032, 0.135, -0.516, -0.233, -0.776, 0.195, 0.202, 0.183]}